Below is 2 unconnected molecules or ions with the total composition C4H10N2O at a distorted geometry, with properties calculated with ωB97M-V/def2-TZVPD.

Element x y z (Å)
O1 0.196601 -0.339624 2.067289
N1 1.447976 -0.363049 -0.464452
N2 -1.012022 -1.478991 0.492565
C1 -0.582510 0.345819 -1.609339
C2 -0.682179 -0.227842 1.048419
C3 0.255802 1.598418 0.311783
C4 0.315387 0.502929 -0.606163
H1 -1.656242 -1.429736 -0.287871
H2 -1.583935 0.314019 1.310133
H3 2.268258 0.120825 -0.116999
H4 -0.481930 2.368668 0.181463
H5 -0.523424 -0.484143 -2.292431
H6 1.677625 -0.779961 -1.359807
H7 1.038061 1.766566 1.032441
H8 -0.199385 -2.032713 0.238960
H9 0.923180 -0.912665 1.774294
H10 -1.401265 1.031477 -1.720285

Cartesian forces, eV/Å:
O 0.36 -0.46 0.83
N -0.04 -0.15 -0.24
N 0.20 0.80 0.12
C 0.18 -0.26 -0.83
C -0.97 -0.30 1.76
C -0.68 -2.12 0.12
C 1.35 1.90 -1.72
H 0.15 0.20 0.14
H 0.15 0.14 -0.04
H -0.19 0.07 -0.11
H -0.24 0.00 -0.07
H 0.06 -0.16 -0.16
H -0.06 0.00 0.16
H 0.00 -0.09 0.12
H 0.01 0.14 -0.04
H -0.14 0.10 0.01
H -0.15 0.19 -0.04

Values from the calculation:
**HOMO-LUMO gap**: 0.2668 Eh
**Highest occupied orbital energy**: -0.2378 Eh
**E_LUMO**: 0.79 eV
**Energy above the lowest of the compared OMol25 structures with the same formula, charge and spin**: 473.9 kJ/mol

natural (NBO) atomic charge list, values in e, 4 entries: number 1, O, carries -0.69; number 2, N, carries -0.88; number 3, N, carries -0.80; number 4, C, carries -0.74

Below is 2 unconnected molecules or ions with the total composition C4H10N2O at a distorted geometry, with properties calculated with ωB97M-V/def2-TZVPD.

Element x y z (Å)
O1 2.495548 2.609755 0.743549
N1 -1.139103 -0.947303 -1.258812
N2 -2.046724 -1.608901 0.852420
C1 1.603663 0.742076 -0.434808
C2 -0.698807 -1.480147 1.459910
C3 -2.216791 -1.041562 -0.290757
C4 1.767633 2.051950 -0.288986
H1 0.130211 -1.420523 0.713094
H2 -1.381495 -0.148858 -1.843910
H3 -0.564447 -2.438079 2.070755
H4 -3.163482 -0.638967 -0.654618
H5 -0.677048 -0.651320 2.137922
H6 -1.132352 -1.794329 -1.839674
H7 2.657600 3.560663 0.563251
H8 0.871568 0.377601 -1.189740
H9 2.150448 0.021346 0.173091
H10 1.343577 2.806598 -0.912686

Cartesian forces, eV/Å:
O 0.31 0.51 -0.34
N -0.91 0.67 0.05
N -0.46 2.87 -0.81
C -0.46 0.12 -0.70
C 0.41 -3.46 -0.72
C 1.54 -1.74 0.82
C 0.47 -0.14 0.85
H -0.66 0.10 0.69
H 0.33 -0.37 -0.35
H 0.11 1.37 -0.66
H -0.35 -0.57 0.34
H -0.21 0.52 0.25
H 0.02 0.49 0.33
H -0.22 -1.02 0.13
H 0.97 0.27 0.72
H -0.30 0.24 -0.02
H -0.59 0.13 -0.57

Values from the calculation:
**HOMO-LUMO gap**: 0.3556 Eh
**Highest occupied orbital energy**: -0.3291 Eh
**E_LUMO**: 0.72 eV
**Energy above the lowest of the compared OMol25 structures with the same formula, charge and spin**: 339.4 kJ/mol

natural (NBO) atomic charge list, values in e, 4 entries: number 1, O, carries -0.69; number 2, N, carries -0.89; number 3, N, carries -0.43; number 4, C, carries -0.52

Below is 2 unconnected molecules or ions with the total composition C4H10N2O at a distorted geometry, with properties calculated with ωB97M-V/def2-TZVPD.

Element x y z (Å)
O1 -0.924426 -1.539447 1.513059
N1 -0.170298 -1.775474 -0.644345
N2 -0.765611 1.422269 0.102743
C1 0.033823 -1.341630 0.604338
C2 1.173546 -0.640290 1.010203
C3 -0.655201 1.431815 -1.330940
C4 0.409509 1.361592 0.747182
H1 2.038293 -0.723549 0.359940
H2 1.426453 -0.733235 2.063636
H3 0.463374 -1.375169 -1.331679
H4 0.144872 0.796923 -1.790988
H5 -0.453956 2.446388 -1.715701
H6 1.345937 1.681903 0.248786
H7 -1.685942 -1.965447 1.090530
H8 0.349970 1.600470 1.817150
H9 -1.601704 1.100167 -1.770926
H10 -1.128638 -1.747283 -0.972987

Cartesian forces, eV/Å:
O -0.31 -0.21 -0.57
N -0.52 0.13 -1.29
N 2.52 -0.40 1.48
C 2.29 0.90 2.04
C -0.46 -2.24 -0.13
C 0.18 0.13 -0.93
C -2.77 2.06 -1.18
H -0.15 0.21 -0.16
H -0.27 0.36 -0.09
H -0.17 -0.27 0.29
H -0.25 0.23 0.47
H -0.14 -0.13 0.05
H -0.30 -0.49 0.15
H 0.06 0.13 0.28
H 0.17 -0.52 -0.33
H 0.08 0.10 -0.06
H 0.05 -0.01 -0.02

Values from the calculation:
**HOMO-LUMO gap**: 0.2850 Eh
**Highest occupied orbital energy**: -0.2643 Eh
**E_LUMO**: 0.56 eV
**Energy above the lowest of the compared OMol25 structures with the same formula, charge and spin**: 379.0 kJ/mol

natural (NBO) atomic charge list, values in e, 4 entries: number 1, O, carries -0.63; number 2, N, carries -0.80; number 3, N, carries -0.57; number 4, C, carries 0.60

Below is a single C4H10N2O molecule at a distorted geometry, with properties calculated with ωB97M-V/def2-TZVPD.

Element x y z (Å)
O1 -1.797965 0.224138 -0.310325
N1 -1.398235 1.458208 2.114263
N2 0.394989 -0.237470 -0.685288
C1 1.309668 -1.247615 -0.107274
C2 -0.650000 0.231868 0.082267
C3 -0.274114 0.878888 1.423776
C4 0.243228 -0.424715 -2.109917
H1 -1.576766 2.396057 1.799456
H2 0.583207 1.544844 1.341617
H3 -0.187142 0.508835 -2.489253
H4 0.886075 -2.254868 -0.116485
H5 1.164086 -0.615962 -2.646585
H6 -0.474515 -1.194120 -2.420261
H7 -2.199862 0.911956 1.878874
H8 2.243972 -1.258110 -0.663770
H9 1.556502 -0.978089 0.914703
H10 0.176866 0.056156 1.994196

Cartesian forces, eV/Å:
O 0.00 0.23 -0.13
N 0.75 0.04 0.42
N 1.62 -1.33 0.06
C -0.07 0.82 0.30
C -0.05 0.53 -0.37
C 0.36 -1.09 0.06
C -1.76 0.76 -0.57
H -0.03 0.20 -0.19
H -0.26 0.37 -0.38
H 0.14 -0.14 -0.19
H -0.14 0.00 -0.07
H 0.43 0.06 0.43
H 0.06 -0.20 0.35
H -0.70 -0.24 -0.09
H -0.02 0.04 -0.11
H 0.03 -0.11 0.09
H -0.37 0.04 0.40

Values from the calculation:
**HOMO-LUMO gap**: 0.3668 Eh
**Highest occupied orbital energy**: -0.3350 Eh
**E_LUMO**: 0.87 eV
**Energy above the lowest of the compared OMol25 structures with the same formula, charge and spin**: 138.6 kJ/mol

natural (NBO) atomic charge list, values in e, 4 entries: number 1, O, carries -0.60; number 2, N, carries -0.82; number 3, N, carries -0.47; number 4, C, carries -0.40

Below is a single C4H10N2O molecule at a distorted geometry, with properties calculated with ωB97M-V/def2-TZVPD.

Element x y z (Å)
O1 0.427603 -3.281284 1.413595
N1 1.152902 -1.612368 0.102217
N2 -1.380729 1.442412 0.592923
C1 -0.549036 1.635877 -0.551700
C2 1.001220 -0.163965 0.046307
C3 0.213126 -2.254703 0.860212
C4 0.066993 0.251421 -0.990927
H1 -1.957294 2.165792 0.902445
H2 -0.675286 -1.589510 1.293564
H3 -1.158930 1.822373 -1.569178
H4 0.635973 0.344308 -2.130327
H5 0.663375 0.030609 1.001597
H6 -2.060002 0.757200 0.271415
H7 0.232311 2.424515 -0.539959
H8 2.081573 -1.914354 0.498387
H9 2.007071 0.475081 -0.022391
H10 -0.700870 -0.533405 -1.178179

Cartesian forces, eV/Å:
O -0.07 -2.19 0.25
N 2.38 -0.60 -0.01
N 0.27 -2.01 -0.14
C -0.73 -0.43 -4.79
C 3.32 0.15 -0.39
C -1.00 2.52 2.17
C 0.43 1.46 -3.19
H -0.47 1.95 0.32
H 1.03 -0.95 -1.67
H 0.86 0.48 2.10
H -1.56 -0.09 3.28
H -1.14 1.49 1.88
H 0.06 -0.26 0.42
H -0.54 -0.52 0.61
H -1.24 0.21 -1.10
H -1.79 -1.92 -0.06
H 0.19 0.71 0.32

Values from the calculation:
**HOMO-LUMO gap**: 0.3771 Eh
**Highest occupied orbital energy**: -0.3423 Eh
**E_LUMO**: 0.94 eV
**Energy above the lowest of the compared OMol25 structures with the same formula, charge and spin**: 288.9 kJ/mol

natural (NBO) atomic charge list, values in e, 4 entries: number 1, O, carries -0.58; number 2, N, carries -0.65; number 3, N, carries -0.84; number 4, C, carries -0.22

Below is a single C4H10N2O molecule at a distorted geometry, with properties calculated with ωB97M-V/def2-TZVPD.

Element x y z (Å)
O1 0.763488 -1.255796 -2.005299
N1 1.036998 -1.794826 0.162331
N2 -0.482142 1.580974 -0.004469
C1 0.303038 -1.291436 -0.868429
C2 -1.158382 0.358204 0.430301
C3 0.882968 1.688874 0.490991
C4 -1.091072 -0.825126 -0.533379
H1 1.266328 2.692364 0.282741
H2 0.768998 -1.692156 1.130371
H3 -1.602652 -0.576366 -1.470929
H4 1.993038 -2.054756 -0.045989
H5 1.554778 0.974764 0.008301
H6 -2.219612 0.616754 0.536811
H7 0.928988 1.544164 1.575641
H8 -1.632332 -1.675326 -0.099269
H9 -0.480262 1.647674 -1.024079
H10 -0.832172 0.062014 1.434351

Cartesian forces, eV/Å:
O -0.38 0.04 0.72
N 0.24 -0.11 0.25
N 0.13 -0.27 0.28
C 0.50 -0.01 -0.88
C -0.76 0.37 -0.21
C 0.32 0.26 -0.36
C -0.23 -0.23 -0.09
H -0.04 -0.10 0.04
H -0.02 -0.03 -0.30
H 0.27 -0.02 0.14
H -0.27 0.10 0.09
H 0.23 -0.07 0.14
H 0.05 -0.22 0.08
H -0.18 0.00 -0.18
H 0.01 0.11 0.01
H -0.07 -0.07 0.41
H 0.19 0.23 -0.15

Values from the calculation:
**HOMO-LUMO gap**: 0.3554 Eh
**Highest occupied orbital energy**: -0.3245 Eh
**E_LUMO**: 0.84 eV
**Energy above the lowest of the compared OMol25 structures with the same formula, charge and spin**: 87.7 kJ/mol

natural (NBO) atomic charge list, values in e, 4 entries: number 1, O, carries -0.62; number 2, N, carries -0.83; number 3, N, carries -0.63; number 4, C, carries 0.67

Below is a single C4H10N2O molecule, with properties calculated with ωB97M-V/def2-TZVPD.

Element x y z (Å)
O1 -0.642362 0.365903 -1.746061
N1 0.447569 -0.335238 -1.176559
N2 1.364351 0.458492 -0.510195
C1 0.132711 -1.534881 -0.560606
C2 1.056519 0.864033 0.861566
C3 -0.359582 1.391369 1.119814
C4 -1.045524 -2.155716 -0.602409
H1 -1.089454 0.585361 1.069278
H2 1.592520 1.243466 -1.106204
H3 1.792491 1.624964 1.124875
H4 -1.881193 -1.777752 -1.146085
H5 -1.387926 0.382578 -1.124252
H6 -1.154856 -3.129905 -0.162548
H7 -0.620825 2.163882 0.397268
H8 -0.415926 1.825239 2.114717
H9 0.987678 -1.958893 -0.057973
H10 1.223809 -0.012903 1.505374

Cartesian forces, eV/Å:
O 0.06 -0.08 -0.06
N -0.13 0.04 -0.41
N 0.15 0.19 0.22
C -0.20 0.01 -0.09
C -0.42 -0.20 0.12
C 0.28 0.06 -0.15
C 0.40 -0.09 0.07
H -0.08 -0.04 -0.03
H 0.01 -0.18 -0.04
H 0.05 -0.09 0.02
H -0.39 0.27 -0.28
H 0.11 -0.08 0.32
H 0.06 -0.13 0.17
H -0.06 0.04 0.00
H -0.03 0.02 0.14
H 0.10 -0.04 0.07
H 0.07 0.29 -0.07

Values from the calculation:
**HOMO-LUMO gap**: 0.3385 Eh
**Highest occupied orbital energy**: -0.3025 Eh
**E_LUMO**: 0.98 eV
**Energy above the lowest of the compared OMol25 structures with the same formula, charge and spin**: 412.7 kJ/mol

natural (NBO) atomic charge list, values in e, 4 entries: number 1, O, carries -0.58; number 2, N, carries -0.01; number 3, N, carries -0.45; number 4, C, carries -0.03

Below is a single C4H10N2O molecule at a distorted geometry, with properties calculated with ωB97M-V/def2-TZVPD.

Element x y z (Å)
O1 -0.771624 -1.794479 0.865345
N1 0.484681 -1.951963 -0.992142
N2 1.288324 0.080121 1.693725
C1 0.672553 0.076440 0.386510
C2 -1.174861 1.238128 -1.006950
C3 -0.455870 1.100317 0.317309
C4 0.021452 -1.293359 0.101571
H1 0.188065 -2.900639 -1.149329
H2 0.780026 -1.391442 -1.770122
H3 -0.017173 2.066370 0.548663
H4 -1.875717 2.076166 -0.957248
H5 -1.108590 0.920629 1.173405
H6 1.468413 0.301183 -0.329723
H7 2.181436 -0.368360 1.734007
H8 -0.470578 1.411035 -1.824795
H9 -1.848264 0.414801 -1.248974
H10 0.637727 0.015053 2.458750

Cartesian forces, eV/Å:
O -0.20 -0.01 0.38
N 0.23 0.10 -0.28
N -0.24 1.09 -0.65
C -0.64 -0.37 0.11
C -0.75 -0.01 0.03
C 0.61 0.70 0.50
C 0.48 -0.18 0.15
H -0.28 0.11 -0.14
H 0.29 -0.20 -0.15
H 0.27 0.23 0.03
H 0.32 0.21 -0.05
H -0.35 -0.28 -0.24
H -0.21 -0.05 -0.20
H -0.10 -0.38 0.47
H -0.12 -0.04 0.00
H 0.37 -0.41 -0.04
H 0.32 -0.52 0.10

Values from the calculation:
**HOMO-LUMO gap**: 0.3604 Eh
**Highest occupied orbital energy**: -0.3258 Eh
**E_LUMO**: 0.94 eV
**Energy above the lowest of the compared OMol25 structures with the same formula, charge and spin**: 64.7 kJ/mol

natural (NBO) atomic charge list, values in e, 4 entries: number 1, O, carries -0.62; number 2, N, carries -0.83; number 3, N, carries -0.84; number 4, C, carries -0.13

Below is a molecular structure, C4H10N2O at a distorted geometry, with properties calculated with ωB97M-V/def2-TZVPD.

Element x y z (Å)
O1 -0.251392 0.254432 1.950090
N1 1.111101 -0.188846 -0.203667
N2 -0.422467 0.893749 -0.140618
C1 -1.601749 1.049649 -0.934066
C2 2.269610 0.622921 0.104058
C3 -0.239810 -0.204316 0.749645
C4 -0.902025 -1.557286 0.502174
H1 -2.373333 1.429476 -0.247517
H2 1.979076 1.438950 0.765638
H3 -1.927509 -1.526058 0.872633
H4 2.717090 1.040070 -0.802007
H5 3.031284 0.034621 0.626195
H6 1.259476 -1.062001 -0.693159
H7 -0.914990 -1.864024 -0.548031
H8 -1.967218 0.121374 -1.383323
H9 -1.422093 1.819460 -1.687452
H10 -0.345051 -2.302172 1.069408

Cartesian forces, eV/Å:
O 0.65 -1.26 -0.95
N -1.32 0.50 0.43
N 1.13 -0.12 0.00
C 0.32 -0.56 -1.14
C 0.03 0.20 -0.06
C -0.49 1.33 2.34
C 0.15 0.08 -0.24
H 0.36 -0.11 0.16
H -0.19 -0.14 -0.03
H 0.11 0.02 0.01
H -0.07 -0.03 0.06
H -0.17 -0.11 -0.06
H -0.09 0.18 -0.49
H 0.00 0.04 -0.02
H -0.14 0.08 -0.06
H -0.18 -0.14 -0.01
H -0.10 0.03 0.06

Values from the calculation:
**HOMO-LUMO gap (spin up / spin down)**: 0.2831 / 0.2831 Eh
**Highest occupied orbital energy (spin up / spin down)**: -0.3035 / -0.3034 Eh
**E_LUMO (spin up / spin down)**: -0.56 / -0.55 eV
**Energy above the lowest of the compared OMol25 structures with the same formula, charge and spin**: 538.9 kJ/mol

natural (NBO) atomic charge list, values in e, 4 entries: number 1, O, carries -0.74; number 2, N, carries -0.46; number 3, N, carries -0.13; number 4, C, carries -0.48

Below is a single C4H10N2O molecule at a distorted geometry, with properties calculated with ωB97M-V/def2-TZVPD.

Element x y z (Å)
O1 1.760761 0.880451 -1.837111
N1 -0.656996 -1.548993 2.172352
N2 0.806860 -1.325253 0.054758
C1 -0.927048 -0.283175 1.411576
C2 0.690852 1.635730 -1.209866
C3 -0.413944 0.726390 -1.021225
C4 -0.436848 -0.487622 -0.111164
H1 1.712714 -0.895035 0.000218
H2 -1.488554 -2.019892 2.489093
H3 -1.380387 0.831826 -1.534499
H4 0.695009 -1.547922 1.056618
H5 -1.042467 -1.177888 -0.740619
H6 1.395496 -0.001660 -1.928446
H7 1.216342 1.953620 -0.304373
H8 0.370376 2.608928 -1.737412
H9 -2.014845 0.045909 1.464218
H10 -0.287320 0.604586 1.775881

Cartesian forces, eV/Å:
O -0.31 0.60 -0.59
N 0.42 3.93 -1.65
N -1.03 0.97 0.73
C -1.54 -1.23 4.19
C 1.06 1.57 -0.34
C -1.69 -2.97 2.75
C 2.42 0.45 -4.80
H 0.30 0.75 -0.43
H -0.72 0.08 -0.43
H 0.59 0.35 0.10
H 0.37 -0.99 -0.28
H -0.73 0.39 1.21
H 0.21 -0.39 -0.34
H -0.75 0.14 0.61
H 0.74 -1.66 0.21
H 1.28 -0.38 -0.33
H -0.61 -1.60 -0.61

Values from the calculation:
**HOMO-LUMO gap**: 0.1927 Eh
**Highest occupied orbital energy**: -0.2803 Eh
**E_LUMO**: -2.39 eV
**Energy above the lowest of the compared OMol25 structures with the same formula, charge and spin**: 730.5 kJ/mol

natural (NBO) atomic charge list, values in e, 4 entries: number 1, O, carries -0.69; number 2, N, carries -0.72; number 3, N, carries -0.83; number 4, C, carries -0.26